Entry 1:
Here is C4H4O in the gas phase in a non-equilibrium geometry from the Open Molecules 2025 dataset. Energies are from the ωB97M-V functional and the def2-TZVPD basis.

Element x y z (Å)
C -0.3970 -0.6298 -0.6899
C 0.6223 -0.7543 0.2972
C 0.7947 0.4812 0.8317
O -0.0992 1.3465 0.2879
C -0.8371 0.6448 -0.6100
H -0.7195 -1.4268 -1.3435
H 0.8561 -1.7221 0.6958
H 1.4802 0.9161 1.5475
H -1.7003 1.1444 -1.0167

Computed properties:
Largest force on an atom   1.03 eV Å⁻¹
Relative energy (zero: lowest compared OMol25 entry of this formula, charge and spin)   23.7 kJ/mol
HOMO energy   -8.85 eV
LUMO   1.164 eV
SMILES string   c1ccoc1

Entry 2:
Here is a molecular structure, C38H48BBrN10O2PbS2 in a non-equilibrium geometry from the Open Molecules 2025 dataset. Energies are from the ωB97M-V functional and the def2-TZVPD basis.

Element x y z (Å)
Pb 0.2865 -0.0871 -0.3680
C -0.5341 3.4040 0.9984
C 0.8743 2.9671 1.2017
C 1.9144 3.6170 1.8667
C 3.0398 2.8383 1.6353
C 4.4092 3.0441 2.1631
N 2.6656 1.7973 0.8731
N 1.3448 1.8551 0.6372
B 3.5583 0.7231 0.2343
N 3.2184 -0.6064 0.9409
N 1.9476 -1.0614 1.0385
C 1.9793 -2.2003 1.7383
C 0.7810 -3.0209 2.0345
C 3.2903 -2.4708 2.1174
C 4.0509 -1.4402 1.5910
C 5.5210 -1.2675 1.7006
N 3.2592 0.6284 -1.2763
N 2.0095 0.5632 -1.7807
C 2.0941 0.4920 -3.1100
C 0.8871 0.4090 -3.9761
C 3.4363 0.4987 -3.4769
C 4.1456 0.5873 -2.2880
C 5.6197 0.5976 -2.1342
H -0.9607 3.8326 1.9042
H -0.5515 4.1801 0.2316
H -1.1408 2.5678 0.6555
H 1.8747 4.5420 2.4041
H 4.4371 3.9318 2.7878
H 4.7242 2.1879 2.7562
H 5.1253 3.1688 1.3564
H 4.6917 0.9845 0.3956
H -0.0279 -2.7662 1.3583
H 1.0226 -4.0752 1.9239
H 0.4567 -2.8658 3.0632
H 3.6440 -3.3077 2.6848
H 5.9381 -2.0929 2.2707
H 5.9850 -1.2592 0.7174
H 5.7805 -0.3368 2.2008
H -0.0100 0.3374 -3.3604
H 0.8215 1.2901 -4.6150
H 0.9472 -0.4644 -4.6255
H 3.8369 0.4464 -4.4684
H 6.0760 0.5303 -3.1172
H 5.9588 1.5128 -1.6569
H 5.9540 -0.2422 -1.5286
Br -7.3278 -3.1953 2.1126
C -5.5543 -2.5441 2.2601
C -5.1371 -1.8869 3.4101
C -3.8336 -1.4497 3.4679
C -2.9414 -1.6170 2.4072
O -1.6408 -1.2811 2.7113
C -3.3423 -2.2951 1.2437
C -2.6137 -2.6824 0.0378
N -1.6534 -2.1326 -0.5922
C -1.3424 -2.6863 -1.8353
C -2.3181 -3.1315 -2.7108
C -1.9871 -3.7974 -3.8963
C -0.6801 -4.0409 -4.2165
C 0.3493 -3.5358 -3.3983
C 1.7165 -3.7260 -3.6927
C 2.6668 -3.1820 -2.8689
C 2.2412 -2.4211 -1.7749
N 0.9809 -2.2230 -1.4740
C 0.0214 -2.7986 -2.2276
C -4.6647 -2.7643 1.2254
H -5.8118 -1.7484 4.2388
H -3.4578 -0.9949 4.3703
H -3.0685 -3.5790 -0.4046
H -3.3617 -2.9591 -2.4931
H -2.7768 -4.1463 -4.5418
H -0.4135 -4.6131 -5.0910
H 1.9918 -4.2991 -4.5656
H 3.7216 -3.3058 -3.0565
H 2.9671 -1.9433 -1.1349
H -4.9979 -3.3472 0.3798
O -2.4639 0.8221 -0.7318
S -3.4079 1.9238 -1.0832
C -4.5628 1.2688 -2.3735
C -4.5710 2.3015 -3.4829
C -3.1141 2.7005 -3.6900
C -2.5673 3.0315 -2.3102
H -5.5430 1.1177 -1.9269
H -4.1535 0.3117 -2.6914
H -5.1570 3.1708 -3.1769
H -5.0103 1.9015 -4.3961
H -3.0325 3.5550 -4.3609
H -2.5576 1.8685 -4.1276
H -2.8308 4.0465 -2.0131
H -1.4942 2.8857 -2.2112
C -3.6133 1.6913 3.2361
N -2.3851 1.7724 3.9908
C -1.1884 1.3393 3.6367
S -0.7906 0.0798 2.4448
N -0.0933 1.9119 4.1134
C -0.0532 3.1741 4.8176
H -4.4200 1.3011 3.8568
H -3.4873 1.0622 2.3589
H -3.8946 2.6945 2.9072
H -2.4136 2.4378 4.7575
H 0.7886 1.4798 3.8776
H -0.3487 3.0537 5.8619
H -0.7124 3.9003 4.3393
H 0.9638 3.5539 4.7874

Computed properties:
Largest force on an atom   1.16 eV Å⁻¹
Charge   +2
Relative energy (zero: lowest compared OMol25 entry of this formula, charge and spin)   0.0 kJ/mol
HOMO energy   -12.79 eV
LUMO   -5.371 eV

Entry 3:
Here is C3H11N4O3P in the gas phase in a non-equilibrium geometry from the Open Molecules 2025 dataset. Energies are from the ωB97M-V functional and the def2-TZVPD basis.

Element x y z (Å)
N 2.4028 -0.4367 0.9577
C 1.2618 -0.3155 0.0356
N 1.2715 -1.4701 -0.8264
N 1.2978 0.9380 -0.7421
C 0.0253 -0.3572 0.9038
N -1.1447 -0.0692 0.0572
P -1.6021 1.5786 0.1036
O -0.7712 2.4178 0.9613
C -2.2240 -0.9600 0.2341
O -2.5490 -1.4601 1.2176
O -2.8973 -1.1536 -0.8990
H 2.3155 0.2889 1.6569
H 3.2420 -0.2731 0.4190
H 2.1012 -1.4059 -1.4029
H 0.4737 -1.4212 -1.4499
H 1.7302 0.7687 -1.6395
H 1.8331 1.6358 -0.2479
H 0.1085 0.2937 1.7581
H -0.0449 -1.3589 1.2745
H -2.9616 1.6219 0.4761
H -1.5565 2.0165 -1.2318
H -2.3122 -0.8785 -1.6158

Computed properties:
Largest force on an atom   4.44 eV Å⁻¹
HOMO energy   -9.47 eV
LUMO   0.381 eV
SMILES string   NC(N)(N)CN([PH2]=O)C(=O)O

Entry 4:
Here is C2HF2P in the gas phase in a non-equilibrium geometry from the Open Molecules 2025 dataset. Energies are from the ωB97M-V functional and the def2-TZVPD basis.

Element x y z (Å)
F 0.0637 0.4052 -1.8867
C -0.4288 0.2216 -0.7121
P -1.6207 0.1112 0.3922
C 0.2401 0.0462 0.5400
F 0.8287 -1.3813 0.6493
H 0.9170 0.5971 1.0172

Computed properties:
Largest force on an atom   5.85 eV Å⁻¹
Relative energy (zero: lowest compared OMol25 entry of this formula, charge and spin)   158.6 kJ/mol
HOMO energy   -10.42 eV
LUMO   -0.152 eV
SMILES string   FC1=P[C@H]1F

Entry 5:
Here is C3H3BrClNO2S in the gas phase in a non-equilibrium geometry from the Open Molecules 2025 dataset. Energies are from the ωB97M-V functional and the def2-TZVPD basis.

Element x y z (Å)
C 1.8536 0.1583 -1.1266
C 0.4941 -0.0922 -0.5398
C 0.4774 -0.9966 0.5662
N 2.8598 -0.2579 -0.2886
O 2.1179 0.7613 -2.1396
O 1.7689 0.3844 2.3475
S 2.0092 -0.8305 1.5998
Cl 0.0193 -2.6272 0.2063
Br 4.5279 0.3191 -0.4851
H 0.2066 0.8908 -0.2328
H -0.4184 -0.4694 -1.2256
H -0.3304 -0.6365 1.2643

Computed properties:
Largest force on an atom   4.52 eV Å⁻¹
Relative energy (zero: lowest compared OMol25 entry of this formula, charge and spin)   0.0 kJ/mol
HOMO energy   -9.48 eV
LUMO   -1.293 eV

Entry 6:
Here is C4H6N2 in the gas phase in a non-equilibrium geometry from the Open Molecules 2025 dataset. Energies are from the ωB97M-V functional and the def2-TZVPD basis.

Element x y z (Å)
C -1.4720 0.0621 2.1400
N -0.3837 -0.4646 2.4456
C -1.0821 -0.6098 0.8907
N -0.6288 0.1904 -0.3021
C 0.3370 1.1429 0.0258
C 0.6877 -0.0112 -0.7698
H -2.1958 0.7555 2.4995
H -1.5132 -1.6032 0.6661
H 0.5276 1.1378 1.0423
H 0.4340 2.0489 -0.4868
H 0.9532 0.1793 -1.8200
H 1.2566 -0.7459 -0.3054

Computed properties:
Largest force on an atom   4.13 eV Å⁻¹
Relative energy (zero: lowest compared OMol25 entry of this formula, charge and spin)   425.2 kJ/mol
HOMO energy   -8.83 eV
LUMO   1.275 eV
SMILES string   C1=N[C@@H]1N1CC1

Entry 7:
Here is a molecular structure, C6H18AlF2O3 in a non-equilibrium geometry from the Open Molecules 2025 dataset. Energies are from the ωB97M-V functional and the def2-TZVPD basis.

Element x y z (Å)
Al -6.3113 9.6218 3.7963
F -6.8140 11.6650 3.9270
F -6.7357 8.1461 2.3093
C -10.1328 8.9795 3.7182
C -8.8121 9.4196 3.1015
O -8.0530 9.9317 4.2151
H -10.0372 8.3237 4.5836
H -10.8765 8.5949 3.0204
H -10.4561 9.9326 4.1367
H -8.8735 10.2034 2.3466
H -8.3073 8.6030 2.5852
H -8.5131 10.6753 4.6113
C -8.4413 11.0588 0.5357
C -7.2792 10.1755 1.1564
O -7.2196 10.3499 2.5240
H -9.4016 11.0523 1.0513
H -8.6371 10.6837 -0.4688
H -8.1265 12.0918 0.3874
H -6.3045 10.5639 0.8613
H -7.4089 9.1109 0.9615
H -7.8162 11.0884 2.6668
C -5.2040 11.9762 1.3454
C -4.3949 10.9494 2.1283
O -5.2587 9.8791 2.3937
H -4.7868 12.9696 1.1807
H -6.1494 12.2643 1.8051
H -5.3212 11.6165 0.3231
H -3.8457 11.3175 2.9949
H -3.5867 10.6630 1.4553
H -5.0540 9.2281 1.7185

Computed properties:
Largest force on an atom   8.93 eV Å⁻¹
Charge   +1
Relative energy (zero: lowest compared OMol25 entry of this formula, charge and spin)   0.0 kJ/mol
HOMO energy   -13.46 eV
LUMO   -6.804 eV

Entry 8:
Here is 3 unconnected molecules or ions with the total composition C24H31F6N3O8 in a non-equilibrium geometry from the Open Molecules 2025 dataset. Energies are from the ωB97M-V functional and the def2-TZVPD basis.

Element x y z (Å)
C -2.8566 -4.4196 -1.1803
C -1.8904 -3.3333 -0.3990
O -0.7918 -3.9562 0.3721
C 0.5130 -3.7595 -0.2835
C 1.4166 -2.5468 0.4213
C 0.6785 -1.0646 0.1906
O -0.3177 -1.1045 1.3125
C -0.1084 0.0613 2.2341
O -1.0395 0.7250 2.9296
C 1.5139 0.2626 2.0966
C 2.2378 1.4974 2.9630
C 1.6058 1.7874 4.4443
C 2.3256 3.0042 5.3317
C 3.6063 3.7935 4.6040
C 4.0309 3.2700 3.1110
N 3.4059 2.1692 2.3013
C 1.6311 0.2832 0.4615
C 1.2994 1.6520 -0.3778
O 1.2610 2.8753 0.2202
C 1.0320 1.6938 -2.0274
F 0.9485 0.3474 -2.6408
F 2.2844 2.3228 -2.5920
C -0.2015 2.6820 -2.4625
F -0.5613 2.3952 -3.9017
F 0.2841 4.0912 -2.4101
C -1.5862 2.4871 -1.6070
F -2.6898 3.0451 -2.4749
F -1.6480 3.2792 -0.3419
C -2.0031 0.9221 -1.3149
O -1.9879 -0.0743 -2.2131
O -2.4860 0.6315 0.0763
H -3.2822 -5.2279 -0.4325
H -2.3028 -4.8881 -2.0990
H -3.8102 -3.8607 -1.6179
H -1.5191 -2.5708 -1.2252
H -2.6085 -2.6952 0.3081
H 0.3897 -3.6022 -1.4439
H 1.1401 -4.7611 -0.1219
H 1.5101 -2.8242 1.5633
H 2.4929 -2.5955 -0.0464
H -0.0411 -1.0451 -0.7343
H 2.1984 -0.6634 2.3942
H 0.6948 1.1438 4.8460
H 1.9166 3.2731 6.4001
H 4.1002 4.6732 5.1981
H 4.9488 3.8422 2.6043
H 2.6776 -0.0620 0.0151
H -3.3247 1.1835 0.2617
C 5.9730 3.3809 -2.0498
N 5.1837 2.3348 -1.4452
C 5.5869 1.3675 -0.5726
C 7.0309 1.3452 -0.1555
O 4.7735 0.5475 -0.1526
H 5.5351 4.3415 -1.7673
H 5.9137 3.2656 -3.1349
H 7.0170 3.3495 -1.7362
H 4.1981 2.2813 -1.6759
H 7.1961 0.5181 0.5409
H 7.6714 1.1942 -1.0286
H 7.2897 2.2792 0.3505
C -8.4883 -2.1923 0.1973
N -7.3804 -3.1009 0.0255
C -6.5195 -3.1961 -1.0279
C -6.7071 -2.2550 -2.1849
O -5.6229 -4.0363 -1.0089
H -8.3112 -1.6103 1.1052
H -9.3968 -2.7863 0.3244
H -8.6094 -1.5175 -0.6508
H -7.1871 -3.7689 0.7631
H -5.9452 -2.4544 -2.9438
H -7.6914 -2.4064 -2.6361
H -6.5967 -1.2205 -1.8487

Computed properties:
Largest force on an atom   9.52 eV Å⁻¹
HOMO energy   -8.72 eV
LUMO   -1.606 eV
SMILES string   CCOCC[C@H]1OC(=O)[C@H](c2ccccn2)[C@@H]1C(=O)C(F)(F)C(F)(F)C(F)(F)C(=O)O.CNC(C)=O.CNC(C)=O